1.
13
Properties=species:S:1:pos:R:3:mulliken_charge:R:1 method="wB97M-V/def2-TZVPD" e_tot_ha=-521.52838 de_lowest_kcal_mol=20.1 orbital_gap_ev=11.030 homo_ev=-10.22
Si 0.2669 -0.6908 -0.7048 0.474
C -0.6379 -2.1084 2.1415 0.279
C -0.2542 -1.7569 1.0589 -0.906
C 2.8291 0.8342 -0.0190 0.489
C -0.8136 0.7979 -1.1862 -0.243
C -1.6800 1.4502 -0.4097 -0.582
C 1.8504 0.1928 -0.2739 -0.899
H 0.1677 -1.8906 -1.6818 -0.098
H -0.8372 1.1622 -2.2809 0.207
H -0.7171 -2.5523 3.1407 0.352
H -1.8610 1.1089 0.6088 0.257
H -2.0582 2.2744 -0.8626 0.295
H 3.7452 1.1784 0.4688 0.375

***

2.
7
Properties=species:S:1:pos:R:3:mulliken_charge:R:1 method="wB97M-V/def2-TZVPD" e_tot_ha=-953.91360 de_lowest_kcal_mol=27.6 orbital_gap_ev=9.219 homo_ev=-9.40
S -1.7611 -1.0245 -0.5428 0.362
P -1.8677 0.8365 0.6520 0.288
F -2.2114 1.9307 -0.5663 -0.300
O -2.0782 -2.1466 0.3908 -0.549
C -0.3182 -0.0115 0.1225 -0.502
H 0.5405 0.3479 -0.4597 0.384
H 0.2285 -0.6140 0.8936 0.318

***

3.
84
Properties=species:S:1:pos:R:3:mulliken_charge:R:1 method="wB97M-V/def2-TZVPD" e_tot_ha=-1558.57879 charge=-1 orbital_gap_ev=5.519 homo_ev=-3.24
O -1.4836 5.7394 -4.4264 -0.286
O -1.3965 -6.6582 -0.5431 -0.320
O 0.7737 -0.6103 0.4112 -0.510
O -2.1214 -3.6458 1.9962 -0.505
O 0.9666 -1.0323 4.5756 -0.289
O -0.6460 0.8247 -2.0579 -0.345
O 0.6968 -4.4557 1.1654 -0.497
O 4.0281 2.0175 -1.2476 -0.479
C 0.5639 -0.8730 5.9231 -0.541
C 2.2514 -2.7737 2.1965 -0.557
C -0.5613 2.9352 -3.1071 -0.288
C -3.3650 -7.8314 0.0138 -0.614
C 4.6360 1.9296 1.0327 -0.649
C -1.7306 1.5905 -1.5464 -0.147
C 1.1136 1.2617 5.0692 -0.689
C 0.2081 1.6429 -2.8552 -0.131
C 1.4814 0.1869 4.0502 0.384
C -2.2514 7.9524 -4.1482 -0.561
C -1.7252 -7.4859 -1.6497 -0.502
C -1.3800 3.0494 -1.8211 -0.664
C 4.2005 0.5334 0.5913 0.520
C 1.1357 0.4696 6.3777 -0.563
C -1.2581 -1.3809 1.8342 0.143
C -2.2455 -6.9575 0.5688 -0.155
C 4.9259 2.5959 -0.3088 -0.519
C -2.5717 6.4848 -3.8863 -0.422
C 3.4124 0.8482 -0.6667 0.057
C -2.4793 -2.2739 1.7706 -0.752
C -0.6660 6.5796 -5.2364 -0.498
C -1.4609 7.8627 -5.4532 -0.573
C -2.6471 -8.5758 -1.1109 -0.579
B 0.9370 -3.0817 1.3567 0.554
B -0.0871 -1.8322 0.7419 0.179
H 0.2743 6.7837 -4.7122 0.294
H -1.8091 -3.9925 1.1555 0.133
H -2.2340 -6.8873 -2.4149 0.288
H -3.1457 8.5706 -4.2180 0.353
H 3.8111 2.4372 1.5383 0.216
H 0.3549 -4.6052 0.2804 0.245
H -3.3162 -8.9743 -1.8737 0.338
H -3.2479 -2.0569 2.5244 0.386
H -1.8457 1.3570 -0.4870 0.097
H -0.7598 3.4476 -1.0148 0.282
H -0.4343 6.0521 -6.1628 0.305
H 0.5545 0.9258 7.1799 0.337
H -1.6654 -7.4894 1.3296 0.233
H 0.0874 3.7904 -3.2861 0.262
H 0.1052 1.6342 4.8753 0.303
H 4.7693 3.6778 -0.2955 0.293
H -2.6021 -6.0251 1.0048 0.148
H -1.5629 -0.3591 1.5480 0.023
H -0.8018 -7.8778 -2.0810 0.268
H 5.0765 -0.0782 0.3597 0.320
H 0.9361 -1.7190 6.5057 0.271
H 0.4600 1.0973 -3.7663 0.288
H -2.6522 1.3031 -2.0671 0.262
H -0.6971 -2.2266 -0.2956 -0.305
H -0.8217 8.7251 -5.6387 0.324
H 1.0480 0.3433 3.0600 -0.139
H -4.1639 -7.2094 -0.3958 0.274
H 3.5885 0.0012 1.3162 -0.614
H -1.2252 2.8323 -3.9678 0.167
H -2.2634 3.6809 -1.9204 0.311
H 2.3722 1.0564 -0.4139 -0.166
H -0.5319 -0.8727 5.9809 0.284
H 2.1338 -3.0540 3.2496 0.229
H -2.6646 6.2458 -2.8259 0.252
H 1.8010 2.1079 5.0544 0.360
H -3.7958 -8.4877 0.7696 0.363
H 2.1640 0.3459 6.7263 0.248
H -2.9492 -2.1569 0.7840 0.274
H -2.0611 -9.4024 -0.7026 0.265
H 0.4474 -0.1973 -0.3917 -0.026
H 5.5000 1.9319 1.6980 0.415
H 2.4874 -1.7098 2.1399 -0.319
H 3.0928 -3.3596 1.8038 0.288
H -0.9044 -1.3217 2.8722 -0.104
H -1.6200 8.3513 -3.3517 0.278
H 3.4306 0.0437 -1.4010 0.378
H 5.9610 2.4047 -0.6220 0.269
H 1.1356 1.8423 -2.3075 -0.032
H -3.4988 6.1877 -4.3893 0.268
H 2.5691 0.0987 3.9371 0.047
H -2.1411 7.7510 -6.3002 0.263

***

4.
185
Properties=species:S:1:pos:R:3:mulliken_charge:R:1 method="wB97M-V/def2-TZVPD" e_tot_ha=-4848.88681 charge=+3 orbital_gap_ev=9.110 homo_ev=-14.00
Cl 2.5408 1.4594 0.6392 -0.931
Cl 2.3521 -3.3373 -0.1542 -0.612
Cl -1.7610 -1.6021 1.0432 -0.797
S 6.5894 1.6352 -2.7879 1.070
F 5.5528 3.1143 -4.7445 -0.222
F 6.3899 1.1822 -5.3420 -0.216
F 7.7036 2.8333 -4.7933 -0.222
O 6.9651 2.7989 -2.0408 -0.777
O -0.1733 1.0537 3.1359 -0.241
O 1.7368 4.6657 -2.7127 -0.486
O -1.4175 -1.2603 -3.1183 -0.190
O 5.2258 1.0766 -2.5345 -0.488
O 7.6682 0.6818 -2.8724 -0.648
N -3.2775 9.1043 -0.8955 0.518
N -1.1644 -6.1184 0.0847 0.426
N 1.0913 -0.9490 1.9556 1.530
N 6.7384 -2.6279 -1.0778 0.830
N 0.7606 -0.6744 -0.9946 1.371
N -6.2173 -2.0684 3.3469 0.338
N 4.4560 3.7564 -2.2716 0.026
C -3.2010 -3.5005 -1.6800 0.737
C 5.6479 -4.5989 0.1746 0.403
C 2.3862 -0.7026 -2.7567 -1.693
C -0.3341 -8.2822 0.8948 -0.758
C -9.0885 -2.5161 0.6751 -0.551
C 6.5366 2.2339 -4.5676 0.526
C -0.5095 2.2964 3.7605 -0.811
C -9.8691 -1.2137 0.6407 -1.191
C -5.0007 -1.1756 3.2386 -0.783
C 4.6952 -6.0800 1.9611 -0.947
C 8.0881 -2.0041 -1.3815 -0.566
C 7.0461 -0.4838 0.0709 0.087
C -6.9278 -1.6155 4.6009 -1.039
C -1.9079 7.3610 0.3826 -0.529
C 5.9443 -5.5052 1.3432 -0.906
C 2.0953 3.6409 -1.8008 -0.215
C 2.3451 -1.6263 3.9882 -1.596
C -2.6808 8.6976 0.4478 -0.916
C 5.9924 -1.5790 -0.2991 0.212
C -1.8914 -4.2532 -1.5128 0.853
C -0.6739 -5.2750 1.2140 -0.363
C -3.7242 10.5744 -0.8505 -0.558
C -8.2980 -2.8146 2.0198 -0.252
C 6.0553 -2.9727 -2.3296 -0.979
C -5.6389 -3.4443 3.5851 -0.491
C 6.9505 -3.8689 -0.2837 -0.998
C -7.0157 -2.0200 2.0789 -0.834
C 8.4385 -1.1424 -0.1653 -0.966
C -2.3173 9.0473 -2.0900 -0.851
C -0.0378 -6.5053 -0.8512 -0.478
C -2.3609 10.4464 -2.7553 -0.660
C -4.4162 8.2096 -1.2090 -1.230
C 3.6906 5.3700 -0.5950 -1.447
C 0.0123 -1.3951 -3.3364 -1.315
C -1.9191 0.0254 -3.5545 -0.800
C -4.2891 -4.2149 -2.4479 -1.678
C -2.3030 -5.4178 -0.6145 -1.316
C 3.4706 3.9642 -1.2073 0.084
C 0.8732 -0.4880 -2.4966 1.249
C 0.5438 -7.7773 -0.2857 -0.299
C 0.6187 4.3779 -3.4752 -0.803
C -2.6496 11.3703 -1.5666 -0.497
C -3.8839 -1.8299 4.0556 0.410
C -0.0636 5.9277 1.3139 -0.891
C 1.0044 -1.0642 3.3997 0.450
C -0.8840 7.2377 1.4962 -0.559
C -1.6062 -7.4312 0.7349 -0.547
C 0.6829 0.3240 4.0318 -0.804
C -4.3861 -3.2300 4.4320 -1.142
H 4.5448 2.7047 -2.3895 -0.001
H 4.1565 4.2160 -3.1518 0.360
H -6.1544 -1.4292 5.3367 0.474
H 7.1090 0.3029 -0.6473 -0.533
H -1.3905 7.2147 -0.5613 0.373
H -1.4356 7.2638 2.4237 0.349
H -4.7992 -1.0718 2.1941 0.398
H -1.3673 8.8478 -1.7020 0.505
H -7.4233 -0.7061 4.3749 0.391
H -8.9736 -2.6608 2.8419 0.337
H -4.7856 -4.9888 -1.8723 0.357
H 0.8499 5.8927 1.9299 0.478
H -2.7270 -0.0975 -4.2798 0.277
H -2.7339 -6.2219 -1.2487 0.199
H -2.9259 -2.5433 -2.1289 -0.132
H 6.5424 -5.0218 2.0863 0.506
H -2.2952 0.4558 -2.6164 0.255
H -6.2977 -2.2976 1.3387 0.327
H -3.5097 -3.1954 -0.6774 -0.075
H 5.4300 3.9930 -2.0064 0.581
H -3.6935 -1.2520 4.9693 0.395
H 1.3030 -1.5378 -0.7839 -0.594
H -0.6862 5.0364 1.5587 0.157
H 3.0083 -0.1313 -2.0611 0.229
H 0.6747 0.6232 -2.7111 0.024
H -2.9779 -5.0501 0.1529 0.519
H -0.4683 -4.3149 0.8806 0.093
H -2.2483 -7.9383 0.0285 0.453
H 0.5145 -8.6155 -1.0328 0.363
H -1.1912 2.0783 4.5547 0.359
H -2.5989 8.2296 -2.7603 0.370
H 3.0526 5.3500 0.2962 0.256
H 0.1763 -8.1434 1.8520 0.326
H 0.3530 2.7711 4.1881 0.358
H 0.2047 0.1935 4.9970 0.468
H 4.0421 -5.2651 2.2826 0.086
H -2.9727 -1.9180 3.4766 -0.464
H 1.3507 3.4777 -1.0852 0.820
H -5.4155 -3.8866 2.6070 0.344
H 7.0036 -0.0306 1.0555 0.559
H -3.9179 -4.7362 -3.3226 0.385
H 0.3860 -1.1697 -4.3332 0.422
H 2.6228 -1.7900 -2.5577 0.295
H 1.6085 0.9273 4.0955 0.410
H 8.8491 -1.6671 0.6573 0.373
H -7.6275 -2.3642 4.9492 0.316
H -0.1680 8.0920 1.5491 0.354
H 1.6588 -0.1672 1.5448 -0.438
H -1.4776 -4.5613 -2.5066 0.426
H -8.3005 -2.5854 -0.0702 0.303
H -1.3522 10.4894 -3.2253 0.380
H 0.1444 -1.7541 3.5730 0.244
H 5.1889 -1.1361 -0.9120 -0.502
H 3.7267 3.2264 -0.4824 0.262
H -1.1445 0.5901 -4.0583 0.338
H -3.2292 10.3592 -3.3619 0.363
H -4.9385 8.4948 -2.1034 0.477
H -4.5719 -3.3072 5.4489 0.373
H 2.7865 -0.5609 -3.7264 0.725
H -1.0158 2.9708 3.0490 0.114
H -7.2616 -0.9586 1.8689 0.332
H -0.5744 -9.3365 0.8059 0.391
H 6.5834 -6.3192 0.9985 0.332
H 2.2040 2.6543 -2.3097 -0.062
H 0.3173 -2.3857 -3.0703 0.327
H 0.2550 5.9323 0.2690 0.103
H -5.2951 -0.1885 3.6056 0.342
H -4.6559 10.5803 -1.4002 0.399
H -4.1589 7.1446 -1.2728 0.333
H 6.6924 -3.6455 -2.9360 0.323
H -1.1613 -3.7166 -0.9287 -0.621
H -1.7439 11.5285 -0.9801 0.312
H -5.0730 -3.5158 -2.7429 0.421
H 0.1534 -0.9189 1.5638 -0.210
H 2.3172 -1.8998 5.0657 0.389
H -2.5508 6.4514 0.3215 0.297
H 0.7030 -5.6842 -0.9962 0.017
H 1.5120 -1.8149 1.5973 -0.297
H -0.2258 -0.9420 -0.6879 -0.049
H -3.1765 12.3854 -1.6937 0.355
H -1.9577 9.4498 0.7378 0.428
H 1.1111 0.1257 -0.4426 -0.249
H -3.8875 10.8034 0.2110 0.292
H 4.8599 -3.8730 0.3882 -0.488
H 2.6224 -2.4964 3.4383 0.469
H 0.8157 3.4854 -4.1042 0.295
H 8.0607 -1.3728 -2.3005 0.444
H 7.6129 -4.5410 -0.8911 0.377
H 3.2854 6.0980 -1.2352 0.329
H -9.7524 -3.3663 0.4030 0.365
H 5.2387 -5.2091 -0.5915 0.502
H 5.5159 -2.1089 0.5061 0.339
H -2.1983 -7.1628 1.6385 0.458
H 0.1802 -5.7323 1.7128 0.321
H 4.7621 5.4460 -0.3240 0.456
H 5.1788 -3.5488 -2.0674 0.312
H -7.9820 -3.9143 1.9569 0.263
H 9.1191 -0.3744 -0.5760 0.471
H -3.4994 8.6418 1.1481 0.405
H 4.1737 -6.7273 1.2328 0.184
H -1.5728 -5.2035 1.9176 0.034
H -5.1304 8.3786 -0.4056 0.453
H -3.7383 -4.0235 4.2099 0.539
H -10.3174 -1.0753 -0.3288 0.392
H 4.9572 -6.6965 2.8010 0.465
H -0.3023 4.1616 -2.9232 0.301
H -0.4315 -6.7854 -1.7953 0.472
H 7.5004 -3.5696 0.6545 0.274
H 8.8718 -2.7639 -1.5863 0.320
H 3.0997 -0.8449 3.9502 0.352
H 1.6349 -7.7469 0.0332 0.110
H 5.7540 -2.0143 -2.7717 0.311
H -10.6109 -1.1436 1.4579 0.296
H -6.4323 -4.0260 4.0536 0.459
H -9.2426 -0.3450 0.7252 0.322
H 0.3686 5.2404 -4.1205 0.300